C45H68F9NO19P2 | ωB97M-V/def2-TZVPD

- HOMO (eV) = -8.1
- LUMO level (eV) = -1.103
- electronic energy (eV) = -131196.891
- SMILES = CCCCC1=C(C(F)(F)C(F)(F)C(F)(F)C(F)(F)F)C(=O)c2cc(P(=O)(O)O)c([PH2]=N)c(CCOC=O)c2C1=O.CCOC(C)=O.CCOC(C)=O.CCOC(C)=O.CCOC(C)=O.CCOC(C)=O.CCOC(C)=O
- HOMO-LUMO gap (eV) = 6.99
- maximum force (eV/Å) = 2.0

XYZ file:
```
144
Properties=species:S:1:pos:R:3:forces:R:3:mulliken_charge:R:1
C -9.726506 2.730278 -2.246615 0.298 0.438 0.181 -1.270
C -8.624442 3.713688 -1.846349 0.422 -1.095 0.004 -0.494
C -8.026415 3.321665 -0.475965 -0.284 1.368 -1.108 -0.298
C -6.784600 4.201848 -0.217102 -0.365 -0.639 0.666 -0.836
C -5.585264 3.521803 0.408364 -0.555 0.207 -0.448 1.395
C -4.405775 4.110399 0.588265 0.392 -0.014 0.213 0.543
C -4.104148 5.532389 0.184512 0.425 -0.543 0.192 1.013
F -5.035079 6.398182 0.625664 -0.607 0.202 -0.193 -0.340
F -2.952890 5.923922 0.746428 0.327 0.185 0.129 -0.354
C -3.889588 5.676614 -1.377662 0.277 0.610 0.287 0.462
F -2.569077 5.805965 -1.603970 0.372 0.106 -0.025 -0.342
F -4.258931 4.578990 -2.041516 -0.562 -0.398 -0.090 -0.242
C -4.541224 6.905481 -2.057645 0.093 0.150 -0.375 0.601
F -4.377709 6.726143 -3.380324 0.111 -0.049 -0.357 -0.313
F -5.858162 6.978931 -1.852162 -0.253 -0.151 0.449 -0.277
C -3.876031 8.281539 -1.715187 -0.604 0.244 -0.371 0.616
F -4.773736 9.249752 -1.915231 -0.134 -0.015 0.045 -0.264
F -3.464689 8.357326 -0.460678 0.241 -0.114 0.096 -0.215
F -2.874473 8.501357 -2.552926 0.479 -0.038 0.192 -0.252
C -3.295095 3.283866 1.184980 0.455 0.134 0.492 -1.019
O -2.513451 3.682593 2.021048 -0.427 -0.250 -0.684 -0.576
C -3.282028 1.878649 0.661658 -0.153 1.655 0.725 0.802
C -2.134644 1.239159 0.366909 1.212 0.481 0.360 -0.898
C -2.200655 -0.024686 -0.143833 1.707 -0.408 -1.025 1.016
P -0.599041 -0.793301 -0.503771 0.391 -0.864 1.134 0.635
O -0.537493 -2.137176 0.082463 -0.256 -0.436 -0.094 -0.710
O 0.515978 0.126486 0.134287 -0.407 0.225 -0.443 -0.537
O -0.338201 -0.708083 -2.063453 0.013 0.209 0.009 -0.087
C -3.397287 -0.658642 -0.359976 -0.033 -0.904 -0.861 -0.612
P -3.455731 -2.358478 -1.081502 -0.479 -0.702 0.704 0.995
N -4.071785 -3.453104 -0.126313 0.072 0.606 -0.216 -0.985
C -4.571551 0.003223 -0.030860 -0.801 -1.305 0.028 0.663
C -5.913792 -0.638765 -0.281543 -0.248 0.254 -0.348 -1.891
C -6.279554 -0.311986 -1.720762 0.148 -0.623 0.084 0.655
O -7.552005 -0.877890 -2.088313 0.124 0.542 -0.356 -0.358
C -7.696005 -0.789648 -3.435238 -1.413 0.433 -0.722 0.175
O -8.659298 -0.296007 -3.974272 0.990 -0.689 0.777 -0.480
C -4.480622 1.265445 0.476585 -1.663 0.612 0.200 -0.435
C -5.693603 2.081600 0.823777 -0.173 -0.334 0.475 -0.463
O -6.660179 1.640914 1.411326 0.534 0.478 -0.266 -0.575
H -9.961050 2.777497 -3.303885 -0.219 0.220 -0.136 0.402
H -9.367459 1.719226 -2.077452 -0.122 -0.208 0.138 0.228
H -10.612831 2.918203 -1.647403 -0.249 -0.201 -0.042 0.326
H -8.938834 4.753475 -1.864266 -0.082 0.139 -0.045 0.355
H -7.808447 3.577560 -2.559966 0.060 0.317 -0.240 0.326
H -7.821183 2.262750 -0.543502 0.014 -0.152 0.369 0.081
H -8.788276 3.559633 0.258573 0.016 -0.570 0.442 0.286
H -6.500093 4.656526 -1.159337 0.289 0.043 -0.120 0.037
H -7.067113 5.020720 0.435804 -0.066 0.214 0.068 0.435
H -1.189457 1.725833 0.538547 0.195 0.051 0.041 0.879
H 0.536205 -0.065625 1.093365 0.531 0.575 0.087 0.264
H 0.475096 -1.222971 -2.220565 0.086 -0.047 -0.127 0.149
H -2.162425 -2.658097 -1.534103 -0.162 0.315 -0.216 0.028
H -4.182940 -2.183411 -2.271961 0.231 0.014 -0.012 -0.073
H -4.291233 -3.004260 0.756550 0.018 -0.393 0.238 0.307
H -5.850345 -1.708895 -0.127032 -0.058 -0.224 -0.157 0.707
H -6.673831 -0.243698 0.377905 -0.025 -0.033 0.140 0.450
H -5.518069 -0.730593 -2.376107 0.123 0.176 -0.232 -0.307
H -6.311317 0.768195 -1.883157 -0.066 0.128 0.057 0.251
H -6.874340 -1.225914 -4.027737 0.168 0.050 0.267 0.396
C 2.137242 -2.182376 5.234994 -0.195 -0.054 -0.110 -1.012
C 2.844985 -0.924484 4.785272 0.033 -0.246 0.278 0.065
O 2.229961 -0.358599 3.614144 0.299 0.036 -0.334 -0.514
C 1.179898 0.452829 3.670282 -0.248 -0.085 0.328 0.918
C 0.436925 0.624036 4.970334 0.293 0.376 0.261 -1.003
O 0.804396 0.991445 2.652805 -0.091 -0.185 -0.031 -0.714
H 1.104476 -1.985093 5.523292 0.024 0.045 0.065 0.325
H 2.654409 -2.619667 6.086668 0.004 0.046 0.033 0.234
H 2.107428 -2.913344 4.423418 0.057 0.002 0.001 0.289
H 2.918348 -0.186711 5.579367 -0.101 -0.028 -0.091 0.289
H 3.864989 -1.168735 4.489654 -0.037 0.090 -0.203 0.251
H -0.411187 -0.059695 4.978231 -0.007 -0.007 -0.030 0.256
H 0.067626 1.646246 5.018839 -0.147 -0.053 -0.158 0.365
H 1.045822 0.457594 5.856109 -0.027 -0.151 -0.032 0.262
C 5.610054 0.777897 -4.330277 -0.101 0.077 0.140 -1.149
C 5.130137 -0.621930 -4.647545 0.063 0.301 -0.110 -0.236
O 4.533917 -1.249955 -3.505403 0.103 -0.329 0.028 -0.330
C 3.254085 -1.075170 -3.143263 -0.064 0.319 0.015 0.545
C 2.428175 0.007245 -3.784774 -0.106 -0.100 -0.535 -0.448
O 2.794236 -1.753586 -2.264264 -0.104 -0.172 0.036 -0.580
H 4.785705 1.431424 -4.042945 -0.024 0.006 -0.080 0.290
H 6.110466 1.214155 -5.194697 0.018 -0.028 -0.004 0.388
H 6.309574 0.753794 -3.495206 0.061 -0.048 -0.052 0.308
H 4.448455 -0.647234 -5.499753 -0.067 0.032 0.057 0.367
H 5.984050 -1.244734 -4.909922 -0.017 -0.076 0.113 0.340
H 2.450165 0.893075 -3.151021 -0.024 -0.013 0.032 0.261
H 1.408471 -0.362863 -3.846934 -0.076 0.155 0.080 -0.119
H 2.729570 0.276900 -4.794913 0.156 0.084 0.074 0.455
C 7.202663 1.063892 7.239276 -0.055 -0.140 0.066 -0.999
C 6.026803 1.995618 7.031911 0.291 -0.004 0.074 -0.450
O 4.802166 1.275297 6.868194 -0.187 0.140 -0.288 -0.448
C 4.053632 0.838902 7.895157 0.212 -0.169 0.306 0.955
C 4.613704 0.873374 9.295493 -0.042 0.421 0.113 -1.213
O 2.972932 0.369882 7.662011 -0.153 0.081 0.007 -0.575
H 7.094954 0.475057 8.150174 0.021 0.061 0.042 0.279
H 8.131627 1.630788 7.303879 -0.008 0.016 -0.018 0.380
H 7.276603 0.361558 6.409057 0.014 0.055 -0.045 0.290
H 5.934804 2.735000 7.828729 -0.022 -0.059 0.047 0.385
H 6.158864 2.551383 6.105336 -0.139 -0.042 -0.048 0.357
H 5.040953 -0.102276 9.523466 -0.007 -0.018 -0.016 0.275
H 3.795177 1.070689 9.983310 -0.070 -0.186 -0.038 0.330
H 5.363919 1.643210 9.458557 0.100 -0.108 -0.061 0.364
C -0.434341 1.786164 -5.941512 -0.069 0.049 0.115 -0.905
C -0.952645 0.407644 -6.296706 0.086 0.261 -0.101 -0.530
O -1.595399 -0.218106 -5.184149 0.134 -0.357 0.019 -0.376
C -2.878871 -0.009798 -4.856435 -0.056 0.353 0.011 0.760
C -3.646691 1.108836 -5.519971 -0.101 -0.188 -0.371 -0.947
O -3.372679 -0.682662 -3.991987 -0.030 -0.087 0.098 -0.527
H -1.243043 2.461917 -5.663514 -0.017 0.013 -0.075 0.315
H 0.102425 2.221477 -6.784867 0.004 -0.016 -0.008 0.392
H 0.241298 1.725243 -5.087651 0.030 -0.033 -0.034 0.155
H -1.611199 0.420562 -7.166384 -0.037 0.039 0.037 0.446
H -0.117354 -0.243858 -6.549188 -0.049 -0.110 0.091 0.352
H -3.605129 1.989037 -4.879119 0.009 0.006 0.011 0.146
H -4.683190 0.795886 -5.624207 -0.018 0.022 0.186 0.311
H -3.289676 1.369823 -6.513023 0.095 0.099 0.078 0.379
C 6.580083 -6.220449 -5.364231 -0.061 0.142 -0.045 -0.904
C 7.780561 -6.049828 -4.456326 -0.213 -0.142 -0.032 -0.392
O 8.416921 -4.785181 -4.648447 0.353 -0.047 -0.048 -0.364
C 8.011753 -3.653728 -4.041278 -0.325 0.060 0.057 0.705
C 6.686127 -3.630428 -3.319857 0.215 -0.317 0.410 -0.611
O 8.687039 -2.666720 -4.142387 0.099 0.046 -0.099 -0.573
H 5.808377 -5.479613 -5.154397 -0.025 -0.048 0.074 0.224
H 6.145776 -7.212901 -5.241577 0.017 -0.007 0.002 0.345
H 6.875856 -6.092756 -6.405662 0.046 -0.065 0.006 0.298
H 7.530905 -6.200023 -3.404902 -0.045 0.056 -0.007 0.374
H 8.536314 -6.792592 -4.706247 0.098 0.101 -0.015 0.303
H 5.929730 -3.237762 -3.993220 -0.080 -0.035 0.033 -0.032
H 6.772632 -2.966485 -2.463830 -0.029 0.187 -0.144 0.301
H 6.362252 -4.596404 -2.940041 -0.071 -0.019 -0.157 0.334
C 4.668422 -7.724388 5.154620 0.134 0.062 0.076 -0.986
C 3.584154 -6.666712 5.152579 0.101 -0.193 -0.168 -0.400
O 3.777906 -5.704958 6.193435 -0.317 0.074 0.220 -0.361
C 4.580474 -4.635554 6.074579 0.402 -0.045 -0.202 0.861
C 5.529494 -4.547165 4.901276 -0.297 0.116 -0.354 -1.022
O 4.573941 -3.794918 6.931249 -0.069 -0.016 0.167 -0.578
H 5.651820 -7.294291 4.963637 -0.018 0.003 -0.082 0.276
H 4.468413 -8.477003 4.391748 -0.024 0.002 0.004 0.360
H 4.714267 -8.213861 6.127459 -0.070 -0.030 -0.013 0.301
H 3.485329 -6.172518 4.185075 0.059 0.028 0.012 0.311
H 2.622044 -7.128945 5.364892 -0.027 0.099 0.108 0.362
H 6.505005 -4.920205 5.210153 0.004 -0.002 0.011 0.296
H 5.622296 -3.500952 4.618960 0.104 0.032 0.167 0.227
H 5.200136 -5.087263 4.017046 0.078 -0.122 0.064 0.366
```
Forces are in eV/Å.